i:
A molecular structure, C2H2O4S. Source: the Open Molecules 2025 dataset; level of theory: ωB97M-V with the def2-TZVPD basis set.

Summary:
Highest occupied orbital energy in Eh: -0.390

Geometry (Å):
C1 -0.589 -1.361 -0.067
C2 0.114 -0.181 -0.702
O1 -0.209 -2.492 -0.159
O2 0.073 2.423 1.464
O3 -0.560 0.995 -0.602
O4 1.185 0.284 0.630
S1 0.673 1.844 0.363
H1 -1.435 -1.184 0.546
H2 0.747 -0.329 -1.474

ii:
C2H2O4S in the gas phase. Source: the Open Molecules 2025 dataset; level of theory: ωB97M-V with the def2-TZVPD basis set.

Summary:
Highest occupied orbital energy in Eh: -0.410

Geometry (Å):
C1 -0.774 -0.617 -0.035
C2 -1.935 -0.085 -0.010
O1 2.263 -0.103 1.278
O2 2.418 -0.104 -1.174
O3 0.305 -1.088 -0.039
O4 0.864 1.411 -0.046
S1 1.751 0.292 0.013
H1 -2.494 0.107 -0.907
H2 -2.399 0.188 0.922

Which structure wins on stability? ii wins.

i:
A molecular structure, C37H31F6GeI2N2OPtSb. Source: the Open Molecules 2025 dataset; level of theory: ωB97M-V with the def2-TZVPD basis set.

Summary:
Highest occupied orbital energy (spin up / spin down) in Eh: -0.267 / -0.267

Geometry (Å):
Pt1 0.655 0.534 0.979
I1 -6.563 0.215 2.302
C1 -4.546 0.741 2.375
C2 -4.177 2.077 2.391
C3 -2.830 2.397 2.364
I2 -2.219 4.392 2.445
C4 -1.824 1.423 2.297
O1 -0.554 1.775 2.090
C5 -2.231 0.095 2.495
C6 -1.222 -0.914 2.952
N1 -0.243 -1.348 1.947
C7 0.830 -2.161 2.531
C8 1.946 -1.301 3.081
C9 2.997 -1.831 3.816
C10 3.978 -0.980 4.288
C11 3.870 0.386 4.050
C12 2.794 0.837 3.314
N2 1.865 0.005 2.832
C13 -3.581 -0.241 2.481
H1 -4.923 2.860 2.416
H2 -0.663 -0.481 3.785
H3 -1.760 -1.785 3.336
H4 -0.691 -1.881 1.178
H5 0.441 -2.780 3.344
H6 1.207 -2.842 1.768
H7 3.044 -2.899 3.996
H8 4.820 -1.375 4.846
H9 4.610 1.083 4.417
H10 2.643 1.892 3.113
H11 -3.875 -1.280 2.580
C14 0.366 3.534 -0.866
Ge1 -0.192 1.661 -1.024
C15 0.377 1.111 -2.818
C16 1.373 0.182 -3.111
C17 1.748 -0.074 -4.426
C18 1.132 0.609 -5.462
C19 0.133 1.534 -5.187
C20 -0.249 1.780 -3.874
C21 -2.147 1.683 -1.039
C22 -2.772 2.881 -0.821
C23 -4.184 2.992 -0.788
C24 -4.955 1.884 -0.955
C25 -4.357 0.629 -1.245
C26 -5.150 -0.511 -1.527
C27 -4.574 -1.690 -1.896
C28 -3.168 -1.793 -1.976
C29 -2.379 -0.726 -1.660
C30 -2.944 0.524 -1.298
H12 -0.078 4.096 -1.691
H13 1.453 3.605 -0.953
H14 0.065 3.978 0.084
H15 1.862 -0.366 -2.319
H16 2.513 -0.815 -4.629
H17 1.422 0.413 -6.488
H18 -0.353 2.066 -5.996
H19 -1.039 2.495 -3.671
H20 -2.179 3.776 -0.677
H21 -4.640 3.960 -0.611
H22 -6.037 1.948 -0.896
H23 -6.229 -0.418 -1.466
H24 -5.190 -2.545 -2.146
H25 -2.712 -2.723 -2.295
H26 -1.300 -0.827 -1.718
F1 1.431 -1.775 -0.328
Sb1 0.338 -3.911 -1.768
F2 1.840 -3.036 -2.519
F3 -0.494 -3.397 -3.414
F4 0.708 -5.553 -2.578
F5 -0.835 -3.307 0.007
F6 1.565 -4.417 -0.381
C31 1.873 -0.573 -0.023
C32 3.318 -0.537 -0.037
C33 4.063 -1.693 -0.316
C34 5.437 -1.661 -0.189
C35 6.076 -0.485 0.192
C36 5.346 0.681 0.399
C37 3.972 0.659 0.270
H27 3.543 -2.596 -0.624
H28 6.018 -2.550 -0.398
H29 7.153 -0.471 0.303
H30 5.858 1.600 0.654
H31 3.376 1.558 0.383

ii:
A molecular structure, C37H31F6GeI2N2OPtSb. Source: the Open Molecules 2025 dataset; level of theory: ωB97M-V with the def2-TZVPD basis set.

Summary:
Highest occupied orbital energy (spin up / spin down) in Eh: -0.266 / -0.266

Geometry (Å):
Pt1 -0.095 -0.098 -0.798
I1 5.516 -3.965 -3.744
C1 4.014 -3.337 -2.446
C2 4.331 -2.948 -1.154
C3 3.320 -2.503 -0.310
I2 3.803 -1.916 1.623
C4 1.971 -2.407 -0.715
O1 1.004 -1.941 0.046
C5 1.693 -2.851 -2.025
C6 0.276 -2.750 -2.495
N1 -0.097 -1.319 -2.737
C7 0.734 -0.659 -3.735
C8 1.852 0.101 -3.090
C9 3.015 0.407 -3.776
C10 3.988 1.165 -3.158
C11 3.793 1.597 -1.853
C12 2.619 1.259 -1.223
N2 1.662 0.538 -1.836
C13 2.700 -3.294 -2.875
H1 5.354 -2.983 -0.805
H2 -0.398 -3.119 -1.726
H3 0.138 -3.342 -3.403
H4 -1.069 -1.296 -3.045
H5 0.117 0.054 -4.288
H6 1.126 -1.378 -4.456
H7 3.149 0.040 -4.786
H8 4.899 1.418 -3.688
H9 4.537 2.185 -1.332
H10 2.412 1.567 -0.207
H11 2.449 -3.618 -3.882
C14 1.608 1.085 2.644
Ge1 -0.216 0.804 2.139
C15 -1.392 1.724 3.348
C16 -0.911 2.370 4.490
C17 -1.783 3.031 5.351
C18 -3.144 3.051 5.075
C19 -3.636 2.414 3.939
C20 -2.765 1.759 3.078
C21 -0.892 -0.949 1.762
C22 -1.780 -1.001 0.705
C23 -2.406 -2.219 0.318
C24 -2.149 -3.351 1.019
C25 -1.253 -3.338 2.129
C26 -0.989 -4.518 2.870
C27 -0.124 -4.505 3.922
C28 0.523 -3.300 4.297
C29 0.278 -2.151 3.610
C30 -0.617 -2.133 2.505
H12 1.804 0.758 3.666
H13 1.840 2.150 2.557
H14 2.247 0.517 1.969
H15 0.152 2.362 4.716
H16 -1.401 3.522 6.238
H17 -3.824 3.567 5.743
H18 -4.699 2.427 3.725
H19 -3.162 1.277 2.188
H20 -2.107 -0.090 0.192
H21 -3.099 -2.220 -0.515
H22 -2.636 -4.284 0.755
H23 -1.489 -5.436 2.581
H24 0.073 -5.415 4.477
H25 1.214 -3.298 5.130
H26 0.774 -1.233 3.903
F1 -2.544 0.058 -1.813
Sb1 -3.389 0.597 -3.420
F2 -1.688 1.240 -3.963
F3 -2.844 -1.080 -4.080
F4 -5.003 -0.095 -2.791
F5 -4.134 1.083 -5.055
F6 -3.706 2.271 -2.642
C31 -0.319 1.422 0.274
C32 -0.560 2.735 -0.246
C33 -0.674 2.956 -1.635
C34 -0.897 4.223 -2.132
C35 -1.018 5.285 -1.245
C36 -0.919 5.100 0.135
C37 -0.692 3.833 0.633
H27 -0.617 2.116 -2.306
H28 -0.993 4.379 -3.198
H29 -1.203 6.282 -1.634
H30 -1.033 5.938 0.810
H31 -0.617 3.672 1.704

Which structure wins on stability? ii wins.

i:
3 unconnected molecules or ions with the total composition C2H10NO2. Source: the Open Molecules 2025 dataset; level of theory: ωB97M-V with the def2-TZVPD basis set.

Summary:
Highest occupied orbital energy in Eh: -0.543
Net charge: +1

Geometry (Å):
C1 1.232 0.075 0.047
C2 2.159 0.690 0.790
N1 -0.201 0.220 0.280
H1 1.604 -0.695 -0.645
H2 3.091 0.152 0.772
H3 1.937 1.547 1.428
H4 -0.602 -0.741 0.321
H5 -0.650 0.751 -0.464
H6 -0.443 0.612 1.179
H7 -2.083 -2.807 1.050
H8 -0.957 -2.393 2.057
O1 -1.297 -2.230 1.165
H9 -1.924 1.508 -2.340
H10 -0.914 1.849 -3.266
O2 -0.954 1.462 -2.374

ii:
2 unconnected molecules or ions with the total composition C2H10NO2. Source: the Open Molecules 2025 dataset; level of theory: ωB97M-V with the def2-TZVPD basis set.

Summary:
Highest occupied orbital energy in Eh: -0.528
Net charge: +1

Geometry (Å):
C1 -0.269 0.420 -0.033
O1 -0.495 -0.125 1.230
C2 -0.757 -0.890 -0.843
N1 -0.881 -1.053 -2.376
H1 0.795 0.750 -0.130
H2 -0.858 1.273 -0.479
H3 -0.092 0.511 1.906
H4 -0.128 -1.725 -0.707
H5 -1.750 -1.067 -0.480
H6 -0.592 -0.121 -2.753
H7 -1.728 -1.401 -2.837
H8 -0.191 -1.720 -2.568
H9 3.090 1.766 3.153
H10 1.745 1.771 3.924
O2 2.110 1.611 2.993

iii:
3 unconnected molecules or ions with the total composition C2H10NO2. Source: the Open Molecules 2025 dataset; level of theory: ωB97M-V with the def2-TZVPD basis set.

Summary:
Highest occupied orbital energy in Eh: -0.542
Net charge: +1

Geometry (Å):
C1 -0.417 -0.402 -0.741
C2 0.214 -0.234 -1.909
N1 -0.068 0.121 0.606
H1 -1.314 -1.040 -0.752
H2 -0.384 -0.598 -2.775
H3 1.083 0.500 -1.947
H4 0.802 -0.367 1.095
H5 -0.932 -0.042 1.132
H6 0.203 1.118 0.601
H7 0.022 3.536 1.208
H8 -1.345 3.346 0.635
O1 -0.492 2.901 0.758
H9 1.570 -2.840 0.327
H10 0.483 -3.242 1.313
O2 0.576 -2.759 0.448

Which structure wins on stability? i wins.

i:
A gas-phase ion, C2H4N3O (charge +1). Source: the Open Molecules 2025 dataset; level of theory: ωB97M-V with the def2-TZVPD basis set.

Summary:
SMILES: C/[N+]([O-])=C/[N+]#N
Highest occupied orbital energy (spin up / spin down) in Eh: -0.579 / -0.579
Net charge: +1

Geometry (Å):
C1 0.764 -0.754 0.136
C2 -1.399 0.400 -0.056
N1 2.009 -0.609 0.024
N2 3.099 -0.378 -0.056
N3 -0.003 0.414 0.135
O1 0.611 1.455 0.212
H1 0.190 -1.622 -0.074
H2 -1.720 -0.656 -0.380
H3 -1.934 0.528 0.878
H4 -1.618 1.222 -0.820

ii:
A gas-phase ion, C2H4N3O (charge +1). Source: the Open Molecules 2025 dataset; level of theory: ωB97M-V with the def2-TZVPD basis set.

Summary:
SMILES: C/N=N/C=[N+]=O
Highest occupied orbital energy (spin up / spin down) in Eh: -0.585 / -0.576
Net charge: +1

Geometry (Å):
C1 0.121 1.707 -2.046
C2 0.238 -0.658 0.649
N1 0.004 0.463 -1.437
N2 0.575 2.627 -1.264
N3 0.163 0.323 -0.263
O1 0.893 2.673 -0.118
H1 0.099 1.802 -3.152
H2 -0.046 -1.655 0.066
H3 1.192 -0.811 1.191
H4 -0.280 -0.302 1.603

iii:
A molecular structure, C2H4N3O. Source: the Open Molecules 2025 dataset; level of theory: ωB97M-V with the def2-TZVPD basis set.

Summary:
Highest occupied orbital energy (spin up / spin down) in Eh: -0.598 / -0.598
Net charge: +1

Geometry (Å):
C1 -2.139 0.517 -0.285
C2 1.499 -0.218 0.060
N1 -3.199 0.676 0.089
N2 -0.949 0.296 -0.787
N3 0.258 0.096 0.579
O1 -0.067 0.463 1.612
H1 2.294 0.312 0.511
H2 1.461 -0.261 -1.053
H3 1.718 -1.296 0.458
H4 -0.877 -0.585 -1.184

Which structure wins on stability? i wins.

i:
C3H6BrNO4 in the gas phase. Source: the Open Molecules 2025 dataset; level of theory: ωB97M-V with the def2-TZVPD basis set.

Summary:
SMILES: C[C@H](O)[C@@](O)(Br)[N+](=O)[O-]
Highest occupied orbital energy in Eh: -0.394

Geometry (Å):
C1 0.967 -0.370 -0.321
C2 -0.277 0.438 -0.383
C3 -1.395 -0.221 0.445
N1 -1.775 -1.663 -0.236
O1 -1.652 -1.804 -1.402
O2 -2.133 -2.458 0.582
O3 -0.134 1.826 -0.039
O4 -1.253 -0.300 1.744
Br1 -3.208 0.725 0.139
H1 1.137 -0.342 0.720
H2 1.863 0.143 -0.706
H3 0.947 -1.433 -0.584
H4 -0.527 0.295 -1.394
H5 -0.668 2.183 0.675
H6 -1.754 -1.024 2.027

ii:
A molecular structure, C3H6BrNO4. Source: the Open Molecules 2025 dataset; level of theory: ωB97M-V with the def2-TZVPD basis set.

Summary:
Highest occupied orbital energy in Eh: -0.361

Geometry (Å):
C1 0.066 0.769 1.409
C2 -0.463 -1.184 -0.726
C3 0.446 -0.039 -0.372
N1 0.414 1.020 -1.274
O1 -0.711 1.301 -1.635
O2 1.399 1.583 -1.577
O3 0.023 -0.292 2.288
O4 -1.783 -0.923 -0.350
Br1 2.322 -0.603 -0.119
H1 0.877 1.534 1.701
H2 -0.981 1.023 1.120
H3 -0.193 -1.395 -1.848
H4 -0.072 -1.979 -0.239
H5 0.801 -0.382 2.748
H6 -2.144 -0.433 -1.125

Which structure wins on stability? i wins.

i:
C2H2O2S2 in the gas phase. Source: the Open Molecules 2025 dataset; level of theory: ωB97M-V with the def2-TZVPD basis set.

Summary:
SMILES: C#CS[SH](=O)=O
Highest occupied orbital energy in Eh: -0.360

Geometry (Å):
C1 -0.226 -0.914 -1.842
C2 -0.783 -0.267 -0.968
O1 0.145 0.845 2.531
O2 0.628 -0.745 0.657
S1 -1.339 1.055 -0.154
S2 0.242 0.543 1.154
H1 0.117 -1.919 -1.931
H2 1.217 1.401 0.554

ii:
C2H2O2S2 in the gas phase. Source: the Open Molecules 2025 dataset; level of theory: ωB97M-V with the def2-TZVPD basis set.

Summary:
SMILES: O=C(S)C(O)=S
Highest occupied orbital energy in Eh: -0.354

Geometry (Å):
C1 -0.608 0.436 -0.044
C2 0.932 0.562 -0.193
H1 -1.866 -0.865 0.480
H2 0.814 -1.634 0.299
O1 -0.923 -0.704 0.545
O2 1.401 1.607 -0.451
S1 -1.670 1.500 -0.490
S2 1.918 -0.902 -0.147

Which structure wins on stability? ii wins.